No. 1
Computed, not measured: an isolated ion of composition C27H49ClN5O5P2 and charge +1 in a non-equilibrium geometry, with ωB97M-V/def2-TZVPD.

Summary:
* lowest unoccupied orbital energy: -2.272 eV
* E_tot: -77575.2876 eV
* SMILES: C#CCCC[C@@]1(P(N)O)[C@H]([C@@H](Cl)CC)N(CCCCN(C)C(C)=O)C[C@@H](P(=O)(O)O)[N@H+]1CCCCn1cccc1
* Kohn-Sham gap: 8.5 eV

Structure (ORCA input):
```
! RIJCOSX wB97M-V def2-TZVPD def2/J DEFGRID3
* xyz 1 1
C -2.90 -1.41 5.77
C -3.61 -1.21 4.82
C -4.45 -1.07 3.61
C -3.64 -1.47 2.34
C -3.82 -0.51 1.14
C -2.58 0.19 0.58
P -3.27 1.78 -0.28
N -4.82 1.45 -0.95
O -2.30 1.93 -1.63
C -1.59 0.71 1.71
C -1.87 2.09 2.34
Cl -3.52 2.22 3.03
C -0.88 2.25 3.56
C -0.02 3.54 3.46
N -0.18 0.62 1.33
C 0.37 1.63 0.45
C 1.87 1.41 0.11
C 2.56 2.71 -0.35
C 4.05 2.73 0.07
N 4.97 2.83 -1.07
C 6.34 2.60 -0.54
C 4.75 1.76 -2.02
C 4.64 0.29 -1.61
O 4.70 2.03 -3.19
C 0.18 -0.75 1.12
C -0.74 -1.52 0.10
P -1.28 -3.18 0.57
O -2.68 -3.54 0.25
O -0.26 -4.16 -0.24
O -0.97 -3.43 2.14
N -1.78 -0.60 -0.45
C -2.53 -1.17 -1.60
C -2.01 -0.64 -2.97
C -0.49 -0.77 -3.19
C -0.05 -2.23 -3.38
N 1.39 -2.42 -3.25
C 2.12 -2.71 -4.36
C 3.44 -2.89 -3.98
C 3.47 -2.69 -2.57
C 2.18 -2.41 -2.15
H -2.20 -1.74 6.50
H -5.28 -1.77 3.74
H -4.90 -0.08 3.54
H -2.62 -1.65 2.66
H -4.03 -2.45 2.06
H -4.38 -1.05 0.37
H -4.51 0.27 1.45
H -5.03 0.47 -1.13
H -5.50 1.74 -0.25
H -2.18 2.88 -1.75
H -1.65 0.03 2.57
H -1.64 2.93 1.69
H -0.27 1.37 3.71
H -1.45 2.37 4.48
H -0.54 4.30 2.86
H 0.98 3.34 3.06
H 0.08 3.98 4.45
H -0.13 1.75 -0.53
H 0.32 2.63 0.89
H 2.39 0.88 0.90
H 1.87 0.74 -0.77
H 2.02 3.59 0.01
H 2.49 2.76 -1.44
H 4.22 3.60 0.71
H 4.32 1.86 0.69
H 7.04 2.66 -1.37
H 6.56 3.34 0.23
H 6.44 1.60 -0.09
H 4.66 0.12 -0.53
H 5.48 -0.24 -2.06
H 3.74 -0.12 -2.07
H 0.04 -1.26 2.09
H 1.22 -0.94 0.87
H -0.07 -1.68 -0.75
H -0.59 -5.06 -0.10
H -0.66 -4.34 2.26
H -1.21 0.13 -0.89
H -3.60 -0.96 -1.60
H -2.45 -2.25 -1.66
H -2.39 0.35 -3.20
H -2.49 -1.31 -3.69
H 0.06 -0.26 -2.38
H -0.25 -0.20 -4.09
H -0.55 -2.88 -2.65
H -0.34 -2.53 -4.38
H 1.72 -2.78 -5.36
H 4.27 -3.14 -4.62
H 4.35 -2.78 -1.95
H 1.83 -2.24 -1.15
*
```


No. 2
Computed, not measured: C27H49F2NO2Si2Sr as an isolated structure in a non-equilibrium geometry, with ωB97M-V/def2-TZVPD.

Summary:
* lowest unoccupied orbital energy: 0.071 eV
* E_tot: -56403.0254 eV
* Kohn-Sham gap: 6.5 eV

Structure (ORCA input):
```
! RIJCOSX wB97M-V def2-TZVPD def2/J DEFGRID3
* xyz 0 1
O 1.15 -0.67 -1.87
O -0.38 -3.74 -0.89
C 0.31 -0.88 -3.05
C 0.72 -0.01 -4.21
H -0.72 -0.68 -2.74
H 0.36 -1.94 -3.31
H 0.74 1.06 -3.94
H 0.00 -0.14 -5.02
H 1.70 -0.31 -4.61
C 2.29 -1.57 -1.74
C 2.26 -2.81 -2.60
H 2.32 -1.86 -0.68
H 3.19 -0.98 -1.95
H 1.49 -3.51 -2.23
H 3.22 -3.34 -2.57
H 2.07 -2.60 -3.66
C 0.18 -3.99 0.44
C -1.52 -4.50 -1.34
C 1.35 -4.94 0.29
H -0.56 -4.32 1.20
H 0.54 -2.99 0.78
H 0.98 -5.84 -0.19
H 1.81 -5.17 1.26
H 2.08 -4.47 -0.38
C -1.16 -5.89 -1.73
H -1.86 -3.89 -2.21
H -2.38 -4.47 -0.64
H -0.35 -5.83 -2.46
H -2.01 -6.41 -2.16
H -0.82 -6.41 -0.84
H -2.25 -2.54 0.09
Sr 0.28 1.10 0.08
C -1.88 -1.52 -0.14
Si -3.57 -0.83 0.29
H -1.43 -1.33 -1.14
H -1.11 -1.26 0.60
C -4.91 -1.14 -0.99
C -3.41 0.99 0.71
C -3.73 -1.79 1.93
C 2.27 1.90 -1.07
Si 3.49 1.41 0.23
H 2.07 2.99 -1.19
H 2.43 1.46 -2.06
C 5.00 0.76 -0.67
C 2.96 0.06 1.47
C 3.87 2.93 1.24
H -3.02 -2.64 2.01
H -4.76 -2.16 2.03
H -3.49 -1.07 2.73
H -4.82 -0.40 -1.80
H -5.87 -1.00 -0.48
H -4.88 -2.16 -1.43
H -2.82 1.58 -0.01
H -3.01 1.07 1.74
H -4.47 1.32 0.69
H 3.74 -0.72 1.43
H 2.00 -0.48 1.33
H 2.96 0.48 2.49
H 4.80 2.77 1.80
H 3.06 3.18 1.93
H 4.01 3.78 0.55
H 5.88 0.91 -0.03
H 5.13 1.34 -1.59
H 4.91 -0.30 -0.93
F 0.24 2.13 6.34
C -0.05 2.69 5.12
C 0.11 1.92 3.96
C -0.16 2.55 2.78
C -0.62 3.84 2.63
C -0.77 4.55 3.86
F -1.27 5.84 3.88
C -0.49 4.01 5.10
C -0.93 4.39 1.29
C -1.33 5.71 1.07
C -1.61 6.17 -0.21
C -1.49 5.29 -1.28
C -1.10 3.97 -1.02
N -0.82 3.54 0.23
H 0.44 0.89 4.03
H -0.62 4.61 6.01
H -1.42 6.36 1.92
H -1.90 7.21 -0.37
H -1.69 5.58 -2.30
H -0.99 3.22 -1.81
*
```


No. 3
Computed, not measured: C27H50As3N5O2V as an isolated structure, with ωB97M-V/def2-TZVPD.

Summary:
* ⟨S²⟩: 0.78
* lowest unoccupied orbital energy (spin up / spin down): -7.114 / -6.497 eV
* E_tot: -248542.5036 eV
* energy above the lowest of the compared OMol25 structures with the same formula, charge and spin: 4.194 eV
* Kohn-Sham gap (spin up / spin down): 5.4 / 6.0 eV

Structure (ORCA input):
```
! RIJCOSX wB97M-V def2-TZVPD def2/J DEFGRID3
* xyz 2 2
V 1.02 0.97 -0.27
N 0.51 3.04 -0.69
C 0.54 3.78 -2.00
C -0.76 3.78 -2.81
C -0.73 2.96 -4.10
N -0.75 1.50 -3.85
H -0.35 3.29 -0.20
H 1.25 3.44 -0.13
H 1.37 3.39 -2.59
H 0.80 4.81 -1.75
H -0.97 4.81 -3.10
H -1.59 3.49 -2.18
H 0.19 3.20 -4.64
H -1.56 3.27 -4.73
H -0.74 1.02 -4.75
H -1.64 1.25 -3.45
N 1.10 1.99 1.93
N 2.27 1.28 2.39
C 2.80 0.59 1.23
O 3.55 -1.34 2.46
O 1.55 -0.20 0.83
H 1.19 2.97 2.15
H 0.31 1.61 2.46
H 2.97 1.92 2.78
C -3.20 1.45 -0.90
As -1.99 0.04 -0.28
C -2.38 -1.30 -1.64
C -3.30 -0.41 1.14
C -3.35 -1.68 2.02
C -4.82 -1.75 2.48
C -2.51 -1.54 3.30
As -0.69 -0.81 3.20
C 0.27 -2.47 2.77
C -0.36 -0.75 5.12
C -3.02 -2.93 1.19
As -3.49 -4.69 1.98
C -1.75 -5.28 2.65
C -3.37 -5.64 0.28
H -3.30 2.21 -0.12
H -4.18 1.01 -1.08
H -2.89 1.95 -1.81
H -3.43 -1.56 -1.59
H -1.78 -2.19 -1.49
H -2.16 -0.90 -2.63
H -4.21 -0.42 0.52
H -3.36 0.49 1.76
H -5.14 -0.80 2.90
H -4.95 -2.52 3.24
H -5.48 -2.00 1.64
H -2.47 -2.51 3.81
H -3.02 -0.86 3.99
H 0.37 -3.09 3.66
H 1.25 -2.28 2.35
H -0.29 -3.02 2.02
H -0.30 -1.75 5.54
H -1.19 -0.22 5.60
H 0.56 -0.22 5.34
H -1.97 -2.93 0.87
H -3.62 -2.90 0.28
H -1.47 -4.75 3.56
H -0.96 -5.17 1.90
H -1.84 -6.34 2.89
H -4.23 -5.40 -0.35
H -3.39 -6.71 0.47
H -2.45 -5.40 -0.25
N 1.55 0.48 -2.20
C 2.53 1.31 -2.93
C 2.33 1.46 -4.29
C 3.15 2.29 -5.03
C 4.18 2.98 -4.40
C 4.41 2.78 -3.05
C 3.61 1.94 -2.29
C 3.94 1.63 -0.87
C 5.34 1.54 -0.51
C 5.85 0.78 0.48
C 5.20 -0.16 1.36
C 3.90 -0.33 1.65
C 2.94 1.35 -0.03
H 1.82 -0.50 -2.23
H 0.66 0.58 -2.74
H 1.53 0.92 -4.77
H 2.99 2.40 -6.10
H 4.82 3.64 -4.97
H 5.24 3.30 -2.58
H 6.05 2.07 -1.13
H 6.93 0.80 0.58
H 5.86 -0.83 1.89
H 2.67 -1.19 2.85
*
```


No. 4
Computed, not measured: C27H50AsCrN3O2Si2 as an isolated structure, with ωB97M-V/def2-TZVPD.

Summary:
* ⟨S²⟩: 6.16
* lowest unoccupied orbital energy (spin up / spin down): -0.056 / 0.373 eV
* E_tot: -142391.1162 eV
* energy above the lowest of the compared OMol25 structures with the same formula, charge and spin: 0.000 eV
* Kohn-Sham gap (spin up / spin down): 5.4 / 7.6 eV

Structure (ORCA input):
```
! RIJCOSX wB97M-V def2-TZVPD def2/J DEFGRID3
* xyz 0 5
Cr -0.15 -1.00 0.04
C -2.72 -2.70 0.17
N -1.40 -2.61 0.83
C -0.70 -3.90 0.64
C -1.58 -2.33 2.28
C -0.25 -2.11 2.97
N 0.52 -1.04 2.32
C 0.16 0.27 2.90
C 1.97 -1.26 2.54
H -3.33 -3.46 0.66
H -2.58 -2.95 -0.87
H -3.22 -1.74 0.22
H -1.23 -4.70 1.17
H 0.32 -3.85 1.01
H -0.67 -4.14 -0.41
H -2.10 -3.17 2.76
H -2.21 -1.45 2.37
H 0.33 -3.03 2.94
H -0.43 -1.88 4.02
H 0.40 0.29 3.97
H -0.89 0.47 2.76
H 0.73 1.05 2.40
H 2.19 -1.29 3.61
H 2.53 -0.44 2.08
H 2.29 -2.18 2.07
C -4.89 -0.63 1.48
Si -3.71 0.83 1.56
C -4.75 2.28 0.99
C -3.42 1.00 3.41
As -1.93 0.78 0.02
Si -1.09 2.91 0.58
C -1.78 4.08 -0.71
C 0.78 3.03 0.62
C -1.59 3.71 2.21
H -5.80 -0.34 2.04
H -4.50 -1.55 1.94
H -5.20 -0.87 0.45
H -5.76 2.23 1.42
H -4.83 2.26 -0.10
H -4.31 3.24 1.27
H -4.39 1.11 3.89
H -2.80 1.87 3.67
H -2.93 0.11 3.84
H -1.60 3.74 -1.73
H -1.35 5.08 -0.60
H -2.87 4.15 -0.58
H 1.26 2.14 0.18
H 1.13 3.14 1.65
H 1.12 3.92 0.06
H -2.67 3.78 2.35
H -1.18 4.73 2.20
H -1.17 3.19 3.08
C 3.99 -1.15 -4.52
O 3.70 -0.10 -3.61
C 2.50 0.50 -3.72
C 1.55 0.14 -4.67
C 0.35 0.84 -4.78
C 0.09 1.90 -3.93
C 1.03 2.24 -2.96
C 2.23 1.55 -2.83
N 3.16 2.00 -1.87
C 4.00 1.26 -1.06
C 3.80 -0.11 -0.69
C 4.93 -0.91 -0.43
C 4.85 -2.27 -0.20
C 3.61 -2.89 -0.24
C 2.47 -2.12 -0.43
C 2.51 -0.72 -0.56
O 1.39 0.00 -0.51
H 5.00 -1.47 -4.30
H 3.94 -0.80 -5.56
H 3.31 -1.99 -4.39
H 1.74 -0.68 -5.35
H -0.37 0.55 -5.54
H -0.84 2.45 -4.00
H 0.83 3.04 -2.26
H 3.08 2.98 -1.65
H 4.93 1.75 -0.78
H 5.90 -0.43 -0.47
H 5.74 -2.85 -0.02
H 3.52 -3.97 -0.12
H 1.49 -2.60 -0.46
C -0.52 -1.65 -1.88
H -1.36 -1.14 -2.36
H -0.69 -2.73 -1.97
H 0.38 -1.41 -2.47
*
```